*a*
{"formula": "CH3FOS", "method": "wB97M-V/def2-TZVPD", "multiplicity": 1, "gap_ev": 9.88, "elements": ["C", "O", "F", "S", "H", "H", "H"], "xyz": [[1.88, 0.96, 0.58], [0.97, 1.31, -0.16], [1.91, -0.40, 0.91], [-1.48, -0.83, -0.85], [-1.68, 0.25, 0.00], [0.42, 0.57, -0.45], [-2.02, -1.86, -0.03]]}



*b*
{"formula": "CH3FOS", "method": "wB97M-V/def2-TZVPD", "multiplicity": 1, "gap_ev": 9.49, "elements": ["C", "O", "F", "S", "H", "H", "H"], "xyz": [[-1.32, -0.53, -0.08], [1.10, -0.95, 0.58], [3.40, 0.20, -0.17], [0.03, -1.46, -0.26], [-2.16, -0.43, -0.74], [2.64, -0.18, 0.05], [-1.20, 0.16, 0.76]]}



Least stable of them? *a*.



*a*
{"formula": "C5H14", "method": "wB97M-V/def2-TZVPD", "multiplicity": 2, "total_charge": 1, "gap_ev": [11.36, 3.45], "s2": 0.75, "elements": ["C", "C", "C", "H", "H", "H", "H", "H", "H", "H", "H", "C", "C", "H", "H", "H", "H", "H", "H"], "xyz": [[2.23, -1.01, 0.41], [0.78, -1.06, -0.10], [2.60, -0.04, 1.51], [2.55, -2.07, 0.72], [2.88, -0.90, -0.54], [0.49, -0.02, -0.14], [1.78, -0.24, 2.22], [3.54, -0.17, 1.85], [2.47, 1.13, 1.21], [0.58, -1.61, -1.02], [0.13, -1.62, 0.67], [-2.70, 0.71, -0.07], [-2.35, 1.19, -1.54], [-2.55, 1.55, 0.53], [-3.80, 0.42, -0.10], [-1.97, -0.14, 0.17], [-3.18, 1.78, -2.04], [-2.11, 0.27, -2.22], [-1.38, 1.84, -1.52]]}



*b*
{"formula": "C5H14", "method": "wB97M-V/def2-TZVPD", "multiplicity": 2, "total_charge": 1, "gap_ev": [11.79, 4.21], "s2": 0.75, "elements": ["C", "C", "C", "H", "H", "H", "H", "H", "H", "H", "H", "C", "C", "H", "H", "H", "H", "H", "H"], "xyz": [[-1.07, -1.29, -0.11], [-1.28, -0.31, 1.04], [-0.93, -2.74, 0.23], [-0.36, -0.74, -0.78], [-1.99, -1.21, -0.75], [-0.64, 0.55, 1.35], [-2.27, 0.09, 0.83], [-1.07, -3.44, -0.63], [-1.55, -3.00, 1.08], [-1.13, -1.01, 1.97], [0.11, -2.94, 0.59], [1.31, 2.37, -1.19], [1.81, 1.67, 0.02], [1.35, 1.70, -2.10], [0.26, 2.66, -1.07], [1.82, 3.25, -1.50], [1.46, 2.26, 0.88], [2.86, 1.47, 0.06], [1.32, 0.65, 0.08]]}



Least stable of them? *a*.



*a*
{"formula": "C5H9N2O2", "method": "wB97M-V/def2-TZVPD", "multiplicity": 1, "total_charge": 1, "gap_ev": 10.48, "smiles": "O=CN[C@H]1CC=C(O)[NH2+]1", "elements": ["C", "C", "C", "C", "C", "N", "N", "O", "O", "H", "H", "H", "H", "H", "H", "H", "H", "H"], "xyz": [[2.24, 0.51, 0.50], [-0.09, -1.26, 0.57], [-1.20, -0.37, 1.13], [0.47, -0.64, -0.76], [-1.55, 0.52, 0.17], [1.76, -0.08, -0.61], [-0.71, 0.32, -1.11], [3.40, 0.79, 0.49], [-2.27, 1.64, 0.00], [0.67, -1.48, 1.34], [-0.71, -2.02, 0.18], [-1.55, -0.22, 2.20], [1.71, 0.70, 1.33], [0.41, -1.39, -1.51], [2.36, 0.03, -1.40], [-0.43, 1.27, -1.24], [-1.41, -0.07, -1.72], [-3.10, 1.76, 0.44]]}



*b*
{"formula": "C5H9N2O2", "method": "wB97M-V/def2-TZVPD", "multiplicity": 1, "total_charge": 1, "gap_ev": 9.04, "elements": ["C", "C", "C", "C", "C", "N", "N", "O", "O", "H", "H", "H", "H", "H", "H", "H", "H", "H"], "xyz": [[-2.75, 0.28, -0.11], [0.57, 0.75, 0.19], [-3.84, 1.15, 0.21], [1.34, -1.60, -0.86], [2.96, 0.41, 0.94], [-0.82, -0.97, -0.87], [-1.80, -0.24, -0.58], [0.54, -0.41, -0.57], [1.54, 0.98, 0.91], [-4.41, 1.43, -0.70], [-4.52, 0.67, 0.96], [-3.32, 2.03, 0.51], [0.75, -2.35, -1.40], [1.90, -1.96, -0.07], [2.18, -1.12, -1.59], [2.88, -0.59, 0.53], [3.19, 0.30, 1.99], [3.62, 1.27, 0.52]]}



*c*
{"formula": "C5H9N2O2", "method": "wB97M-V/def2-TZVPD", "multiplicity": 1, "total_charge": 1, "gap_ev": 8.77, "smiles": "C=C(O)/[NH+]=C(/C)NC=O", "elements": ["C", "C", "C", "C", "C", "N", "N", "O", "O", "H", "H", "H", "H", "H", "H", "H", "H", "H"], "xyz": [[-2.51, 0.90, -0.04], [-0.36, -0.72, 0.05], [1.71, 0.91, -0.16], [-0.34, -2.30, -0.09], [1.21, 2.09, 0.15], [-1.62, -0.29, 0.09], [0.85, -0.24, -0.09], [-2.13, 1.99, -0.20], [2.98, 0.44, -0.19], [-1.33, -2.72, -0.47], [0.02, -2.79, 0.90], [0.39, -2.37, -0.86], [-3.57, 0.53, 0.22], [1.69, 3.04, 0.00], [0.21, 2.31, 0.20], [-2.25, -1.01, 0.63], [1.58, -0.99, 0.32], [3.46, 1.22, -0.47]]}



Least stable of them? *b*.